1.
Entry from the OMol25 dataset: 5 unconnected molecules or ions with the total composition C35H80FN8O3 at a distorted geometry (ωB97M-V/def2-TZVPD).

Its charge is +1. The value obtained for the electronic energy is -58363.842 eV. As for the HOMO energy: -0.3464 Eh.

XYZ file:
```
127
Properties=species:S:1:pos:R:3:forces:R:3
F 2.696 -0.370 1.245 0.43 0.09 -0.09
O 2.303 -3.586 -2.335 0.07 -0.42 -0.49
O 1.612 2.450 -1.813 -0.50 -0.45 0.12
O 3.423 -5.482 -1.926 -0.26 1.26 -0.48
N -0.175 -1.450 -3.786 0.04 0.04 0.25
N 0.929 1.611 -2.630 -0.10 0.94 -0.27
N -0.380 0.844 -4.201 0.16 0.35 0.10
N 0.950 0.243 -2.508 0.07 -0.14 -0.48
N -2.364 -4.262 4.405 0.12 -0.09 0.04
N -1.160 1.433 4.161 0.12 -0.23 -0.08
N 3.002 -4.967 -8.157 0.15 -0.04 0.16
N -1.211 8.564 4.772 0.15 -0.10 0.02
C -0.843 0.975 6.666 0.09 -0.03 0.00
C 4.206 -5.625 -10.322 0.05 -0.07 0.02
C 1.967 -5.980 -8.030 -0.22 -0.08 0.04
C 4.232 -5.393 -8.807 0.21 0.02 -0.05
C 1.685 -3.083 -3.532 0.26 0.43 1.13
C -0.064 3.657 4.818 0.09 0.02 -0.03
C 4.396 -4.058 -3.572 -0.40 -0.19 0.06
C -2.534 1.894 4.225 -0.10 0.15 -0.02
C -2.702 -2.162 3.141 0.00 0.02 -0.10
C -2.946 10.328 4.957 -0.02 0.01 -0.02
C 0.131 -0.183 -3.502 0.07 -0.22 0.19
C 1.115 -6.300 -9.265 -0.02 -0.08 0.05
C -2.166 -5.700 4.340 0.10 -0.16 -0.07
C -2.802 7.086 3.418 -0.03 -0.14 0.03
C 1.377 -0.062 0.972 -0.52 -0.05 0.41
C -3.050 -3.765 5.585 -0.08 0.19 0.14
C 2.550 -3.658 -8.585 -0.11 0.02 -0.04
C -2.784 -3.681 3.146 -0.13 0.11 -0.02
C 1.455 -3.095 -7.694 -0.10 0.12 0.04
C 2.734 3.071 -2.484 0.82 0.01 -0.16
C -4.578 -3.898 5.643 0.01 0.00 0.09
C -0.819 0.489 5.212 -0.01 -0.19 0.16
C 0.288 -2.638 -3.104 0.01 -0.54 -0.45
C 0.356 7.974 2.831 0.08 -0.09 0.01
C -2.177 7.482 4.762 -0.25 -0.11 0.08
C 0.128 8.224 4.328 0.17 0.04 0.04
C -1.687 9.836 4.260 -0.14 0.07 -0.04
C -0.168 2.452 3.874 0.11 0.21 -0.20
C 0.128 1.928 -3.638 -0.13 -0.64 0.11
C 0.955 -0.843 -0.237 0.49 -0.23 -0.60
C 1.754 -0.408 -1.484 -0.08 0.21 0.86
C 3.355 -4.461 -2.564 0.32 -1.26 0.90
C 3.787 2.069 -2.891 0.03 -0.18 0.21
C -2.983 2.623 2.967 -0.01 0.04 0.00
C -3.384 -6.588 4.058 0.04 -0.06 0.06
H 1.293 -5.675 -7.223 0.01 0.06 -0.02
H 0.507 4.454 4.335 -0.01 -0.01 -0.01
H 4.361 1.777 -2.020 0.13 -0.15 0.15
H 2.198 -3.646 -9.627 -0.01 0.04 0.01
H 5.161 -4.816 -3.546 0.26 -0.17 -0.03
H 5.228 -5.713 -10.694 0.01 0.01 0.01
H -0.084 8.755 2.211 -0.03 0.01 0.01
H -4.039 -6.670 4.924 -0.05 0.05 -0.02
H 4.992 -4.635 -8.591 -0.07 0.06 0.01
H 0.463 7.347 4.889 -0.08 -0.03 0.01
H 4.480 2.486 -3.610 0.06 0.19 -0.17
H 0.169 0.071 4.997 0.03 0.09 -0.06
H 3.366 1.166 -3.324 -0.12 -0.04 -0.24
H 3.966 -4.039 -4.569 0.02 0.14 -0.22
H 1.429 7.959 2.624 0.00 0.02 0.02
H -1.712 6.599 5.208 0.15 0.05 -0.02
H -3.422 -1.709 3.823 0.01 0.02 0.00
H -2.119 6.493 2.810 0.02 0.07 -0.07
H -3.119 7.952 2.836 0.02 0.03 0.01
H 3.692 -6.547 -10.586 -0.06 0.03 -0.01
H -3.805 -3.980 2.859 0.01 0.01 -0.04
H -0.357 2.828 2.864 -0.08 0.01 0.03
H -2.461 3.571 2.829 0.00 0.00 0.00
H -0.796 -1.569 -4.565 -0.14 0.16 -0.17
H 0.238 -2.554 -2.029 0.09 0.25 0.25
H 3.735 -4.801 -10.858 -0.02 0.01 0.01
H -2.985 7.741 5.451 0.00 0.09 -0.04
H -3.689 6.472 3.594 0.00 0.00 0.01
H -4.972 -3.250 6.427 0.01 0.00 0.00
H -3.808 9.694 4.746 0.00 0.00 0.01
H 0.790 9.037 4.641 -0.06 0.05 -0.01
H -1.698 -6.024 5.273 -0.04 0.07 0.05
H 1.776 -3.092 -6.648 0.02 -0.05 0.00
H -0.397 -3.437 -3.358 -0.32 -0.06 0.01
H -0.045 7.012 2.512 -0.07 0.02 -0.02
H 4.583 -6.302 -8.314 -0.09 -0.03 0.03
H 1.647 -6.923 -9.980 0.02 0.06 -0.05
H 4.831 -3.096 -3.334 -0.02 0.30 0.01
H 2.338 -1.217 -1.893 -0.09 -0.23 -0.37
H -2.797 -2.707 5.702 0.01 0.00 -0.07
H 2.434 -6.897 -7.667 0.11 0.02 -0.05
H -2.823 2.004 2.082 0.04 -0.01 0.01
H -2.802 10.370 6.036 0.01 -0.04 0.01
H -1.870 9.811 3.174 0.00 0.04 0.00
H -5.052 -3.600 4.707 0.02 0.00 -0.02
H -3.050 -7.598 3.814 0.01 0.00 0.00
H 3.406 -2.980 -8.542 0.07 -0.07 -0.05
H -1.755 1.523 6.901 -0.01 0.01 -0.02
H 1.208 -1.885 -0.067 -0.15 -0.27 0.19
H -1.702 -1.827 3.420 0.00 -0.01 0.04
H -2.719 2.543 5.095 -0.05 0.00 -0.01
H -0.078 2.942 -3.914 0.00 0.26 -0.07
H 1.643 -3.865 -4.278 0.04 0.01 -0.34
H -0.798 0.115 7.337 -0.01 -0.01 -0.02
H 2.251 -2.216 -3.871 0.09 0.01 -0.46
H 1.232 -2.066 -7.981 0.01 0.00 -0.03
H -3.189 11.332 4.608 0.00 0.00 -0.01
H -2.120 -4.063 2.366 0.01 -0.11 0.04
H 0.453 3.411 5.743 -0.08 -0.01 0.06
H 0.780 -5.398 -9.780 0.01 0.02 0.01
H -2.920 -1.782 2.141 -0.03 0.00 0.00
H 2.472 0.332 -1.155 0.18 0.18 -0.12
H 1.293 1.011 0.825 0.05 0.22 -0.04
H 3.146 3.722 -1.727 -0.13 0.21 0.29
H 2.403 3.708 -3.298 -0.37 -0.11 -0.21
H -4.048 2.847 3.033 -0.01 0.01 0.01
H 0.223 -6.850 -8.961 0.01 0.00 0.01
H -3.971 -6.226 3.214 0.00 0.03 0.00
H -2.614 -4.252 6.460 0.03 -0.10 -0.06
H -1.419 -5.890 3.562 -0.02 0.07 -0.04
H -1.510 -0.354 5.125 -0.08 0.05 -0.02
H 0.810 1.964 3.810 -0.02 -0.09 0.10
H 0.526 -3.662 -7.769 0.01 -0.01 0.00
H -0.898 10.574 4.423 0.09 -0.07 -0.03
H -3.174 1.017 4.353 0.08 -0.06 0.08
H 0.790 -0.342 1.840 -0.17 0.00 0.16
H -0.112 -0.778 -0.416 -0.24 0.10 0.07
H 0.012 1.606 6.902 -0.03 0.07 -0.01
H -1.043 4.068 5.069 -0.02 -0.02 -0.01
H -4.894 -4.913 5.878 -0.02 -0.02 -0.08
```
Forces are in eV/Å.

Results of the Mulliken charge analysis, in e, for atoms 1 through 5: atom 1 (F): -0.347, atom 2 (O): -0.433, atom 3 (O): -0.288, atom 4 (O): -0.538, atom 5 (N): -0.060



2.
Entry from the OMol25 dataset: a gas-phase ion, C4H8NO2 (charge +1) at a distorted geometry (ωB97M-V/def2-TZVPD).

Its charge is +1. The value obtained for the electronic energy is -9853.352 eV. Its energy above the lowest of the compared OMol25 structures with the same formula, charge and spin is 68.7 kcal/mol. As for the HOMO energy: -0.5316 Eh. The SMILES is [NH3+][C@@H]1C[C@@]1(O)C=O.

XYZ file:
```
15
Properties=species:S:1:pos:R:3:forces:R:3
O -2.855 0.260 0.280 -0.41 0.35 0.38
O -0.640 1.441 -0.547 1.34 -3.90 0.29
N 1.441 0.772 0.566 2.87 1.82 0.59
C -2.019 -0.571 0.135 0.07 -1.43 -1.39
C 0.641 -0.351 0.561 -2.58 -4.22 1.21
C -0.612 -0.115 -0.287 0.08 2.83 0.53
C 0.554 -0.966 -0.785 -1.42 0.79 0.85
H 1.988 0.784 1.427 -0.04 0.58 0.06
H 0.803 1.582 0.462 0.39 0.56 -0.26
H -1.498 1.680 -0.891 -0.75 -0.05 -0.07
H 0.676 -0.980 1.502 -0.33 0.92 -1.28
H 2.131 0.672 -0.204 -0.41 0.92 0.41
H -2.316 -1.688 0.085 0.90 1.26 0.43
H 1.249 -0.512 -1.414 0.71 0.52 -1.64
H 0.458 -2.011 -0.890 -0.40 -0.94 -0.09
```
Forces are in eV/Å.

Results of the Mulliken charge analysis, in e, for atoms 1 through 5: atom 1 (O): -0.401, atom 2 (O): -0.630, atom 3 (N): -0.160, atom 4 (C): -0.155, atom 5 (C): -0.114



3.
Entry from the OMol25 dataset: a molecular structure, C9H12AsN10O9S5Tl at a distorted geometry (ωB97M-V/def2-TZVPD).

Its charge is -2. The value obtained for the electronic energy is -162559.174 eV. Its energy above the lowest of the compared OMol25 structures with the same formula, charge and spin is 0.0 kcal/mol. As for the HOMO energy: -0.1002 Eh.

XYZ file:
```
47
Properties=species:S:1:pos:R:3:forces:R:3
Tl 1.728 -0.054 0.931 0.30 -0.34 -0.31
As 4.864 0.144 -0.109 2.20 0.24 0.14
S 1.783 -5.083 -0.418 0.92 0.17 -0.06
S 4.127 -1.225 1.552 -1.29 0.86 -0.48
S 3.053 1.104 -0.905 -1.22 -0.25 0.43
S 5.716 -1.008 -1.712 -0.46 -0.09 0.25
S 6.256 1.656 0.537 -0.83 -0.67 0.01
O -1.519 1.837 2.974 0.77 0.21 -1.34
O -3.764 5.246 -2.120 0.08 -0.17 0.65
O -1.414 1.561 -4.000 0.98 -0.44 0.61
O -0.666 0.304 -0.422 0.87 1.22 1.15
O -3.795 5.526 0.034 0.22 -0.37 -0.83
O -3.512 -1.677 -0.136 1.04 -1.34 -0.32
O 0.279 0.758 -2.855 -1.46 1.00 -0.26
O 0.538 1.801 2.123 0.99 -1.12 -0.32
O -1.909 -2.998 -0.909 -1.77 1.21 1.14
N -1.589 -2.215 1.156 -3.21 -0.67 -2.86
N -2.450 -2.302 -0.039 2.24 -0.42 0.47
N 0.266 -1.734 2.566 2.53 0.67 -1.27
N -0.844 -0.980 2.795 -2.36 0.69 1.14
N -3.384 4.936 -0.984 -1.13 2.01 0.67
N -0.769 1.408 -2.946 -0.32 -0.42 -1.43
N 2.308 -2.610 -1.226 3.71 -1.50 -0.76
N 4.197 -3.926 -1.102 0.06 -0.29 -0.14
N 1.020 -2.325 -0.987 -1.03 0.83 2.21
N -2.988 -0.388 2.025 0.40 -1.19 -0.31
C -1.903 -1.215 1.943 0.48 1.65 0.98
C -2.200 3.164 -1.969 1.04 -0.43 0.91
C -0.949 1.537 -0.497 -1.34 0.31 -0.36
C -1.955 3.597 0.475 1.08 -1.03 0.12
C -1.318 2.100 -1.813 0.45 -0.26 1.40
C -2.445 3.921 -0.806 -0.18 -0.98 -1.01
C -0.698 1.997 2.013 -1.42 0.31 0.83
C 2.852 -3.854 -0.949 -0.96 2.41 -0.35
C -1.209 2.457 0.651 0.27 -1.19 -0.85
H 0.014 -2.447 1.875 0.38 -0.15 0.29
H 0.772 -2.040 3.387 -0.41 -0.12 0.05
H 0.634 -1.646 -1.604 -0.73 -0.03 -0.64
H 4.845 -3.156 -1.417 -1.19 -0.34 0.58
H 0.501 -3.122 -0.587 0.10 0.61 -0.73
H -2.046 4.189 1.374 -0.64 0.37 -0.30
H -2.693 3.422 -2.914 0.60 -0.14 0.52
H -3.791 -0.630 1.414 1.28 0.66 0.62
H 4.605 -4.708 -0.628 0.15 -0.14 -0.09
H -2.786 0.540 2.412 -0.25 -0.11 -0.09
H 2.954 -1.800 -1.402 -0.72 -1.07 0.26
H -0.716 -0.059 3.221 -0.23 -0.16 -0.29
```
Forces are in eV/Å.

Results of the Mulliken charge analysis, in e, for atoms 1 through 5: atom 1 (Tl): 1.117, atom 2 (As): 0.449, atom 3 (S): -0.541, atom 4 (S): -0.417, atom 5 (S): -0.297



4.
Entry from the OMol25 dataset: C5H4S in the gas phase at a distorted geometry (ωB97M-V/def2-TZVPD).

Its charge is 0. The value obtained for the electronic energy is -16081.577 eV. Its energy above the lowest of the compared OMol25 structures with the same formula, charge and spin is 40.4 kcal/mol. As for the HOMO energy: -0.3094 Eh. The SMILES is C#C/C=C\C=S.

XYZ file:
```
10
Properties=species:S:1:pos:R:3:forces:R:3
S 1.353 -0.965 -0.076 0.23 0.31 -0.04
C 1.274 0.637 0.137 1.14 -0.03 0.72
C -1.092 1.193 -0.082 -2.09 -0.94 -0.75
C -1.616 -0.146 0.005 1.02 2.73 -0.19
C -2.046 -1.240 0.102 -1.52 -2.22 0.02
C 0.169 1.530 -0.002 0.99 0.69 0.09
H 2.149 1.207 0.481 0.15 -0.52 -0.17
H 0.392 2.593 0.020 0.12 -0.10 -0.24
H -2.543 -2.190 0.116 0.35 0.22 0.09
H -1.773 1.990 -0.359 -0.39 -0.15 0.47
```
Forces are in eV/Å.

Results of the Mulliken charge analysis, in e, for atoms 1 through 5: atom 1 (S): -0.229, atom 2 (C): -0.222, atom 3 (C): -0.512, atom 4 (C): -0.779, atom 5 (C): 0.611



5.
Entry from the OMol25 dataset: 7 unconnected molecules or ions with the total composition C8H18BBr2N3O14 at a distorted geometry (ωB97M-V/def2-TZVPD).

Its charge is 0. The value obtained for the electronic energy is -182491.469 eV. Its energy above the lowest of the compared OMol25 structures with the same formula, charge and spin is 16.8 kcal/mol. As for the HOMO energy: -0.3447 Eh.

XYZ file:
```
46
Properties=species:S:1:pos:R:3:forces:R:3
Br -1.406 -0.200 -3.704 -0.11 -0.43 0.27
Br -0.989 0.133 -8.277 -0.06 -0.60 0.38
O -1.777 -1.592 0.774 -0.41 -0.43 0.47
O 2.898 0.311 0.755 1.20 -1.69 -0.20
O 2.291 0.200 -1.350 0.23 -0.34 -0.56
O -2.612 -0.567 3.437 0.29 0.62 -0.47
O -0.024 3.504 -0.830 -1.25 0.17 0.53
O 1.577 -5.302 4.930 0.46 1.00 -0.77
O 0.196 -3.864 3.978 -1.33 1.03 -0.98
O -0.154 -2.529 2.026 0.22 -0.02 -0.97
O 4.265 -0.681 -0.759 0.10 0.10 0.67
O -0.731 -1.596 4.036 -0.17 0.47 0.85
O 1.614 -2.015 3.692 0.07 -0.51 0.42
O 3.446 -2.982 4.623 -0.20 0.31 0.35
O -2.150 2.898 -0.828 -0.73 0.34 0.14
O -0.654 1.976 0.615 -2.00 0.28 1.19
N -0.228 -0.276 -0.740 0.41 0.53 -0.81
N 2.249 2.531 0.397 -1.22 3.26 0.58
N -2.941 1.981 2.265 0.44 -0.07 0.10
C -1.802 -0.282 -5.569 -0.75 -0.24 -0.83
C 3.121 -0.041 -0.429 -0.85 -0.10 0.08
C 1.361 -4.232 4.408 0.50 -1.35 2.27
C 2.293 -3.000 4.335 0.74 -0.31 -1.30
C -0.938 2.825 -0.280 3.99 -0.07 -1.21
C -1.603 -1.193 3.176 -0.65 -0.77 0.61
C -1.213 -1.815 1.823 0.14 0.45 -0.02
C -0.547 -0.293 -6.387 1.31 1.52 -1.05
B 0.282 -2.494 3.452 -0.18 -0.49 0.02
H -2.511 0.531 -5.710 0.72 0.51 -0.40
H -2.432 -1.127 -5.851 0.35 -0.47 0.61
H -0.302 0.431 0.006 -0.64 0.21 -0.24
H 1.367 3.037 0.118 0.48 -0.23 -0.44
H -2.756 2.823 2.805 -0.90 0.08 0.16
H 4.196 -0.932 -1.685 -0.11 0.11 -0.12
H -0.440 0.136 -1.651 0.09 0.30 0.54
H -0.863 -1.057 -0.571 0.35 -0.33 0.32
H 2.402 2.738 1.384 0.03 -0.30 -0.02
H 3.048 2.924 -0.090 -0.06 -0.36 -0.33
H 0.180 0.508 -6.246 -0.69 0.47 0.76
H -2.922 1.142 2.858 0.37 -0.52 0.30
H -2.120 1.970 1.625 0.46 -0.65 -0.69
H 0.165 -1.115 -6.324 -0.99 -0.81 -0.12
H -1.973 3.577 -1.508 -0.54 -0.20 0.01
H 2.151 1.499 0.325 0.46 -0.55 0.26
H -3.810 1.916 1.744 -0.03 0.69 -0.04
H 0.796 -0.408 -0.800 0.47 -0.58 -0.31
```
Forces are in eV/Å.

Results of the Mulliken charge analysis, in e, for atoms 1 through 5: atom 1 (Br): 0.061, atom 2 (Br): -0.155, atom 3 (O): -0.806, atom 4 (O): -0.700, atom 5 (O): -0.840